Record 1
A molecular structure, C77H140F16N19O37S16 at a distorted geometry, computed with ωB97M-V with the def2-TZVPD basis set.

The geometry in XYZ format:
```
305
Properties=species:S:1:pos:R:3:mulliken_charge:R:1
C 25.2326 22.2242 20.4440 -1.35
C 25.9069 23.0844 21.5293 1.09
C 26.7406 24.1931 20.9112 -0.47
C 27.0843 25.2144 21.9615 -0.95
C 25.9023 25.8713 22.5225 -1.12
C 24.8930 24.9628 23.1966 0.98
N 24.8071 23.5649 22.3470 0.79
O 23.8592 22.9994 22.4781 0.80
C 23.5088 25.5334 23.0478 -0.93
C 25.3235 24.5503 24.6284 -1.11
C 26.6624 22.1298 22.4105 -0.79
H 24.3298 22.6679 19.9476 -0.08
H 24.9071 21.2494 20.8572 -0.13
H 26.0615 22.1401 19.6775 0.46
H 26.2858 24.6421 20.0363 0.18
H 27.7066 23.7414 20.5271 0.49
H 27.8720 25.9295 21.6351 0.43
H 27.5524 24.5283 22.6817 0.36
H 25.4622 26.5565 21.7362 0.29
H 26.0399 26.6413 23.3133 0.46
H 22.8366 24.8179 23.5659 -0.06
H 23.3099 25.7992 21.9599 0.14
H 23.5203 26.4937 23.6164 0.58
H 24.9236 25.3043 25.3601 0.47
H 26.4476 24.6094 24.6822 0.41
H 24.7873 23.5880 24.8631 0.11
H 27.6619 21.9581 21.9683 0.29
H 26.1497 21.1725 22.6146 -0.33
H 26.8781 22.5877 23.4021 0.47
C 22.5787 14.5072 23.7402 -2.04
C 21.1442 14.0134 23.5347 0.85
N 20.9512 12.5332 23.0506 0.81
C 21.0403 12.4377 21.5830 -1.22
C 21.8866 11.5399 23.6961 -0.46
C 21.6961 11.2724 25.1915 -1.20
C 19.5667 12.3014 23.4484 0.09
C 19.0140 10.9446 23.0494 -0.92
O 17.7103 11.0037 23.6151 -0.08
C 16.9186 9.8254 23.2179 -0.88
H 22.5887 15.5826 23.8406 0.09
H 23.2109 14.1573 22.9128 0.58
H 22.9691 14.0609 24.6658 0.31
H 20.5065 14.6099 22.8771 -0.28
H 20.6180 14.0744 24.4912 0.46
H 22.0833 12.5217 21.2535 0.50
H 20.4314 13.1900 21.1262 0.34
H 20.6256 11.4763 21.3105 0.51
H 22.9061 11.9332 23.5742 0.55
H 21.8355 10.5834 23.1180 0.56
H 22.5369 10.6179 25.3957 0.50
H 20.8486 10.6124 25.3816 0.30
H 21.8105 12.1913 25.8002 0.16
H 18.8573 13.0664 23.1022 -0.18
H 19.5140 12.3146 24.5389 0.06
H 19.5427 10.0709 23.4453 0.39
H 18.9086 10.7358 21.9750 0.48
H 16.5907 9.8298 22.1787 0.32
H 16.0043 9.7942 23.8466 0.17
H 17.5342 8.9801 23.4359 0.39
C 12.3128 15.9611 27.7036 -1.20
C 12.4610 15.0572 26.4876 0.53
N 11.9632 15.5769 25.1504 0.55
C 10.5203 15.6615 25.1593 -0.77
C 12.6327 16.9371 24.9335 0.44
C 12.5488 17.4279 23.4935 -0.89
C 12.4709 14.6647 24.0893 0.43
C 12.4046 13.1993 24.4027 -1.49
O 11.0691 12.8003 24.7215 -0.36
C 10.9784 11.4288 24.4969 -0.76
H 12.8418 16.8960 27.5781 -0.10
H 12.7816 15.3082 28.4394 0.58
H 11.2770 16.1918 28.0380 0.24
H 11.8914 14.1510 26.6628 0.44
H 13.5133 14.9293 26.2647 -0.33
H 10.1961 16.2263 24.2838 0.36
H 10.3019 16.1795 26.0929 0.34
H 10.1471 14.6460 25.0752 0.22
H 13.7086 16.8331 25.2069 -0.08
H 12.1334 17.7160 25.5164 0.26
H 12.9677 18.4319 23.4713 -0.21
H 11.5756 17.3402 22.9782 0.30
H 13.2131 16.8377 22.8506 0.30
H 13.4880 14.9940 23.7919 -0.50
H 11.8719 14.9358 23.2073 0.44
H 13.1883 12.8689 25.0771 0.63
H 12.6765 12.7456 23.4442 0.78
H 10.8630 11.1748 23.4283 0.29
H 10.0784 11.1062 25.0422 0.28
H 11.8678 10.9619 24.9182 0.30
C 23.1871 20.5008 29.6508 -0.73
C 23.5809 19.7067 30.8307 -0.64
N 23.3876 18.2058 30.7495 0.19
C 24.3232 17.6525 29.6936 -0.51
C 23.7776 17.6604 32.2054 -0.58
C 23.7257 16.1878 32.4296 -1.03
C 21.9426 17.7780 30.5009 0.62
C 20.9930 18.3078 31.6040 -1.40
O 19.8194 18.6582 30.8918 -0.25
C 18.9380 19.3901 31.6949 -0.62
H 22.1600 20.8232 29.5288 0.05
H 23.4130 20.0027 28.6897 0.00
H 23.7768 21.4284 29.6968 0.51
H 23.1331 20.1643 31.7024 0.52
H 24.6014 19.7488 31.1076 0.78
H 24.0281 18.1269 28.7582 0.00
H 24.2326 16.5567 29.5935 0.18
H 25.3060 18.0241 29.9702 0.41
H 23.1229 18.2312 32.8745 0.48
H 24.7383 18.1230 32.4287 0.58
H 24.3450 15.6624 31.7194 0.25
H 22.7076 15.8247 32.2589 0.22
H 24.0034 16.0154 33.4766 0.46
H 21.9020 16.7229 30.4786 0.54
H 21.5770 18.2290 29.5868 -0.52
H 21.3977 19.2121 32.0208 0.54
H 20.7444 17.6435 32.4643 0.38
H 19.2051 20.4566 31.6024 0.24
H 18.9769 19.0011 32.7140 0.40
H 17.9708 19.2277 31.2170 0.02
C 20.1716 24.7615 15.6478 -1.06
C 20.8188 23.6752 14.7851 -0.64
N 21.8641 22.7995 15.3036 0.68
C 22.2997 21.9274 14.2442 -1.12
C 23.0249 23.6482 15.8356 0.04
C 23.6726 24.6951 14.9512 -1.48
C 21.3420 22.1272 16.5308 0.86
C 20.3727 21.0561 16.3022 -0.36
O 20.9193 19.8244 15.7334 0.00
C 19.8817 18.7984 15.8876 -0.61
H 19.4684 25.2409 14.9674 0.48
H 20.9309 25.4297 16.0579 0.15
H 19.5714 24.3256 16.4379 0.21
H 21.2551 24.1274 13.8736 0.61
H 20.0381 22.9906 14.5060 0.67
H 21.5315 21.2681 13.8109 0.33
H 23.0647 21.2325 14.6082 0.46
H 22.6551 22.5375 13.4258 0.42
H 23.7509 22.8960 16.1083 0.40
H 22.6392 23.9784 16.7962 0.10
H 24.7012 24.9722 15.2063 0.38
H 23.0300 25.5707 14.9292 0.36
H 23.8586 24.4864 13.8997 0.35
H 20.8353 22.8131 17.1937 -0.92
H 22.2105 21.9008 17.1924 0.37
H 19.4541 21.2603 15.7501 0.38
H 19.9384 20.7444 17.2112 -0.63
H 19.0431 18.9150 15.1582 0.28
H 19.4943 18.7641 16.9248 0.17
H 20.3182 17.7644 15.7248 0.20
C 17.5742 16.8050 29.2814 -0.41
N 17.8731 17.4264 27.9263 2.12
C 18.9311 18.3061 27.8139 -0.26
C 19.3971 18.7691 26.5638 -0.32
C 18.8412 18.1476 25.4357 0.46
C 17.7545 17.2587 25.5582 -0.77
C 17.3468 16.8661 26.8191 -1.06
C 19.3988 18.3684 24.0414 0.61
C 19.5581 17.2592 23.2093 -0.20
C 20.1806 17.4270 21.9986 -0.36
N 20.5966 18.6444 21.5512 1.66
C 20.4105 19.6662 22.3790 -0.42
C 19.7489 19.6032 23.5856 -1.01
C 21.3175 18.8308 20.2368 0.38
H 17.4398 17.5536 30.0473 -0.11
H 18.3985 16.1321 29.5403 0.00
H 16.6442 16.2178 29.2371 0.25
H 19.4331 18.6405 28.7219 -0.27
H 20.2409 19.4281 26.4794 0.23
H 17.2793 16.9366 24.6523 0.15
H 16.5091 16.2114 26.9630 0.87
H 19.2265 16.2635 23.5391 -0.27
H 20.4483 16.5908 21.3349 0.49
H 20.8026 20.6141 22.0172 0.42
H 19.5491 20.5223 24.0972 0.92
H 21.1713 19.8840 20.0086 -0.71
H 20.7976 18.2351 19.5106 -0.24
H 22.3440 18.5698 20.4179 0.32
C 27.2724 17.7602 22.1559 -1.26
N 26.9640 17.8759 20.7051 0.35
C 26.0839 17.0107 20.2003 -0.16
C 25.8075 16.9990 18.8855 -1.18
C 26.4653 17.8850 17.9986 0.70
C 27.4630 18.7102 18.5476 -0.76
C 27.7592 18.6192 19.9100 -0.40
C 25.8651 17.9540 16.5537 0.98
C 24.4703 17.8705 16.4544 0.15
C 23.9248 17.9622 15.1607 -0.84
N 24.6997 18.0789 14.0730 0.17
C 26.0287 18.2041 14.1578 -0.30
C 26.6128 18.1768 15.3965 -0.79
C 24.0518 17.9894 12.7394 -0.83
H 28.2853 17.4418 22.2239 0.50
H 26.6423 16.9700 22.5294 0.26
H 26.9664 18.6813 22.6445 0.43
H 25.6340 16.3577 20.9090 0.65
H 25.1139 16.2308 18.5323 0.74
H 27.9907 19.4543 17.9695 0.51
H 28.4281 19.3037 20.4294 0.45
H 23.8158 17.6740 17.3059 0.24
H 22.8739 17.8367 14.9579 0.49
H 26.5314 18.2695 13.1853 0.41
H 27.6231 18.5263 15.4773 0.49
H 23.1377 18.5411 12.7813 0.33
H 23.8001 16.9547 12.5187 0.36
H 24.7649 18.3871 11.9967 0.29
C 11.0919 21.6895 28.8940 -0.85
N 12.0674 21.7575 27.7788 0.25
C 12.6733 22.9631 27.4971 -0.56
C 13.6108 23.0573 26.5113 -1.10
C 13.9775 21.9140 25.8158 0.83
C 13.4238 20.6957 26.1617 -0.50
C 12.4047 20.6340 27.1062 -0.93
C 15.1133 22.0480 24.8590 0.62
C 16.2777 22.7391 25.2216 -1.17
C 17.2967 22.9158 24.2995 -0.67
N 17.1722 22.3548 23.0882 0.42
C 16.1224 21.6142 22.7572 -0.88
C 15.1385 21.3345 23.6713 -0.63
C 18.1188 22.7415 22.0693 -0.34
H 10.1297 21.2506 28.5719 0.36
H 10.8277 22.7215 29.2068 0.33
H 11.4674 21.1169 29.7389 0.31
H 12.2517 23.7991 28.0505 0.42
H 13.9486 24.0087 26.1771 0.78
H 13.8344 19.7892 25.7459 0.92
H 11.9158 19.7231 27.4287 0.67
H 16.4351 23.2547 26.1592 0.61
H 18.1974 23.5579 24.3990 0.61
H 16.0147 21.2161 21.7621 1.24
H 14.3342 20.7063 23.3578 0.65
H 18.9618 23.2016 22.5940 0.03
H 17.5439 23.5060 21.5609 0.60
H 18.3372 21.8788 21.4477 -0.43
N 21.9262 14.1073 27.4016 0.20
S 22.6168 13.7423 28.8971 0.52
O 21.9809 12.7267 29.5997 -0.65
O 22.9140 14.9349 29.6028 -0.28
F 23.8859 13.1116 28.4298 -0.22
S 21.1981 15.5339 27.2216 0.44
O 20.2367 15.9548 28.2493 -0.63
O 20.7424 15.4972 25.8053 -0.88
F 22.2477 16.7820 27.3095 0.04
N 21.5717 24.8205 18.6202 -0.36
S 22.7772 25.7576 19.2126 0.77
O 23.9552 25.0958 19.5712 -0.49
O 22.2464 26.8050 20.0735 -0.72
F 23.0465 26.4296 17.8611 -0.22
S 21.1744 23.6179 19.7826 0.68
O 21.3419 24.0907 21.2088 -0.21
O 21.8979 22.4174 19.4056 -0.35
F 19.7305 23.3426 19.4891 -0.17
N 20.9502 15.0744 19.6804 -0.21
S 22.0530 15.4423 18.5595 0.93
O 22.3216 16.8659 18.3464 -0.49
O 21.9432 14.8012 17.2894 -0.72
F 23.3122 14.8340 19.2774 -0.33
S 19.5209 15.1365 18.8241 0.82
O 19.3338 14.0507 17.8883 -0.55
O 19.3918 16.5194 18.4088 -0.49
F 18.4535 15.0182 19.9587 -0.07
N 14.8771 19.1346 28.3383 0.08
S 16.0219 20.3971 28.4100 -0.15
O 17.2049 20.3616 29.2006 0.13
O 15.3004 21.6245 28.4239 -0.43
F 16.4773 20.1913 26.8987 0.05
S 14.1886 18.6690 29.8069 1.08
O 12.7374 18.5153 29.5800 -0.63
O 14.6627 19.4042 30.9856 -0.59
F 14.6133 17.1413 29.9136 -0.23
N 20.7849 23.2951 26.5763 -0.71
S 21.5089 22.4416 25.4147 0.91
O 21.3625 21.0217 25.4169 -0.07
O 22.7595 22.9689 25.0114 -0.46
F 20.5708 23.0956 24.1979 -0.28
S 19.9035 22.5607 27.6501 1.03
O 19.5047 23.5921 28.6189 -0.70
O 20.3240 21.2591 28.2257 -0.57
F 18.4754 22.1818 26.8647 -0.16
N 25.3326 19.3745 23.9482 -0.33
S 25.6811 19.7775 25.5202 0.70
O 24.6291 19.6190 26.4301 -0.17
O 26.3216 21.0684 25.4506 -0.61
F 26.8884 18.6729 25.8295 -0.33
S 23.9159 19.0658 23.3957 0.65
O 23.6870 20.0294 22.2756 -0.63
O 22.9293 18.8151 24.4477 -0.08
F 24.0957 17.6068 22.6906 -0.23
N 17.0437 19.9747 20.7397 -0.28
S 16.3370 18.4734 21.1296 0.52
O 16.8927 18.1308 22.4494 -0.01
O 16.1236 17.5782 20.1107 -0.46
F 14.8320 18.9922 21.5243 -0.33
S 17.2862 20.2123 19.2212 1.13
O 16.7898 19.2742 18.2069 -0.61
O 18.7033 20.5332 19.1417 -0.72
F 16.6650 21.6486 18.7910 -0.41
N 15.7219 14.7569 25.5407 -0.31
S 16.0645 13.3215 26.1784 1.05
O 17.3092 13.3444 26.8745 -0.37
O 15.6807 12.2837 25.2888 -0.41
F 14.8797 13.1902 27.4087 -0.43
S 15.9923 14.5122 23.9208 0.12
O 15.1341 13.6213 23.0708 -0.52
O 17.4325 14.4109 23.7351 -0.26
F 15.6413 16.0561 23.3151 -0.25
```

Values from the calculation:
Max |F| ... 7.4 eV/Å
LUMO energy ... -7.59 eV
Total charge ... +3
HOMO energy ... -0.509 Eh



Record 2
2 unconnected molecules or ions with the total composition C2HClFN at a distorted geometry, computed with ωB97M-V with the def2-TZVPD basis set.

The geometry in XYZ format:
```
6
Properties=species:S:1:pos:R:3:nbo_charge:R:1
C -0.6261 -0.6847 0.8242 0.16
C 0.3301 0.2717 0.3633 -0.12
N -1.3445 -1.4880 1.2316 -0.14
F 0.3372 0.2204 -2.5993 -0.65
Cl -0.0428 1.5935 -0.6006 0.48
H 1.3460 0.0871 0.7808 0.27
```

Values from the calculation:
Max |F| ... 3.7 eV/Å
LUMO energy (alpha / beta) ... -4.02 / -4.02 eV
Relative energy (zero: lowest compared OMol25 entry of this formula, charge and spin) ... 4.558 eV
Total charge ... 0
HOMO energy (alpha / beta) ... -0.371 / -0.369 Eh



Record 3
C4H6O2 in the gas phase at a distorted geometry, computed with ωB97M-V with the def2-TZVPD basis set.

The geometry in XYZ format:
```
12
Properties=species:S:1:pos:R:3:nbo_charge:R:1
C -1.2580 -0.2955 -0.0810 -0.09
O -0.8109 0.7717 -0.9095 -0.52
C 0.4579 1.1801 -0.5535 0.05
C 1.1880 -0.4471 -0.1550 -0.06
O 0.7849 0.0440 1.1881 -0.53
C -0.0165 -0.8982 0.5163 -0.02
H -1.9114 0.0621 0.7229 0.18
H -1.8104 -0.9884 -0.7268 0.20
H 1.0462 1.5580 -1.3597 0.17
H 0.3606 1.9698 0.2566 0.19
H 2.0485 -1.1702 -0.0306 0.22
H -0.0790 -1.7863 1.1323 0.21
```

Values from the calculation:
Max |F| ... 3.1 eV/Å
LUMO energy ... 1.05 eV
Relative energy (zero: lowest compared OMol25 entry of this formula, charge and spin) ... 4.949 eV
Total charge ... 0
SMILES string ... C1OC[C@H]2O[C@@H]12
HOMO energy ... -0.328 Eh



Record 4
3 unconnected molecules or ions with the total composition C23H42Br2F4O9S at a distorted geometry, computed with ωB97M-V with the def2-TZVPD basis set.

The geometry in XYZ format:
```
81
Properties=species:S:1:pos:R:3:mulliken_charge:R:1
C 1.4053 1.3253 1.6788 -1.63
C 0.6777 0.2335 2.4723 0.28
Br -0.4834 1.1813 3.7350 -0.07
C 1.7335 -0.7378 3.1096 -0.48
Br 2.4929 -0.0668 4.7815 -0.06
C 1.2862 -2.2135 3.2725 2.11
C 0.1028 -2.6488 2.4338 -1.81
C -1.2633 -2.1811 2.9727 -0.39
C -2.0127 -3.2580 3.7850 -0.72
S -2.1362 -2.9236 5.5687 -0.23
O 0.9279 -2.5362 4.6213 -0.15
C 1.9130 -3.1633 5.2915 0.65
O 1.8775 -3.5587 6.4424 -0.58
O 3.0055 -3.2651 4.4558 -0.43
C 2.5612 -3.1021 3.1368 -0.98
C 2.3913 -4.4885 2.5326 0.74
F 1.4569 -5.2176 3.1967 -0.33
F 1.9820 -4.3878 1.2404 -0.30
C 3.6714 -5.3383 2.5241 0.04
F 3.8823 -5.9010 3.7288 -0.25
F 4.7357 -4.5578 2.2156 -0.28
H 0.7552 1.6544 0.8800 0.50
H 2.2839 0.9172 1.1939 0.38
H 1.6833 2.1597 2.3010 0.41
H 0.0412 -0.2901 1.7812 0.06
H 2.5874 -0.6982 2.4599 0.61
H 0.0489 -3.7130 2.2902 1.11
H 0.2184 -2.1914 1.4569 -0.62
H -1.2045 -1.2548 3.5189 -0.03
H -1.8737 -1.9776 2.0990 0.30
H -3.0210 -3.3102 3.4013 0.42
H -1.5373 -4.2145 3.6291 0.38
H -1.9297 -1.6036 5.5294 0.10
H 3.3849 -2.6711 2.5819 0.87
H 3.5752 -6.1138 1.7689 0.34
C 0.7505 5.9342 0.9461 -0.78
O 0.2694 5.6203 -0.3438 -0.24
C -0.5328 6.6182 -0.9499 -0.56
C -0.1454 6.8822 -2.3899 -0.29
O 1.1144 7.5006 -2.5895 -0.44
C 2.3057 6.7736 -2.3421 -0.27
C 2.6121 5.6511 -3.3124 -0.54
O 1.7284 4.5511 -3.1761 -0.27
C 1.2278 4.0337 -4.3896 -0.80
H 0.0297 5.6329 1.7129 0.30
H 1.6760 5.3769 1.0964 0.20
H 0.9757 6.9995 1.0508 0.39
H -0.4887 7.5542 -0.3839 0.34
H -1.5724 6.2663 -0.9434 0.36
H -0.8689 7.6045 -2.7768 0.40
H -0.2484 5.9827 -2.9993 0.09
H 2.3576 6.4286 -1.3080 0.08
H 3.1040 7.5098 -2.4663 0.39
H 3.6295 5.2967 -3.1035 0.37
H 2.5915 6.0444 -4.3339 0.35
H 1.0272 4.8279 -5.1154 0.37
H 0.2866 3.5290 -4.1710 0.22
H 1.9243 3.3095 -4.8251 0.31
C -2.4468 -4.1989 -0.2274 -0.66
O -2.2772 -2.9454 -0.8600 -0.21
C -0.9869 -2.7171 -1.3992 0.02
C -1.0331 -2.1573 -2.8061 -0.49
O -1.5060 -3.0393 -3.8074 -0.45
C -2.8782 -3.3969 -3.8424 -0.29
C -3.8393 -2.2943 -4.2354 -0.52
O -3.9593 -1.2946 -3.2386 -0.27
C -3.9141 0.0333 -3.7147 -0.80
H -2.1584 -4.1294 0.8275 0.00
H -3.5023 -4.4633 -0.2890 0.26
H -1.8699 -4.9863 -0.7205 0.45
H -0.3883 -3.6339 -1.3879 0.39
H -0.4879 -1.9742 -0.7608 -0.09
H 0.0021 -1.9483 -3.0895 0.44
H -1.5611 -1.2024 -2.8343 0.14
H -3.1896 -3.8821 -2.9159 0.07
H -2.9423 -4.1539 -4.6280 0.41
H -4.8273 -2.7485 -4.3827 0.38
H -3.5184 -1.8604 -5.1880 0.34
H -3.1994 0.1437 -4.5366 0.38
H -3.5864 0.6691 -2.8921 0.23
H -4.9035 0.3657 -4.0447 0.30
```

Values from the calculation:
Max |F| ... 3.2 eV/Å
LUMO energy ... 0.15 eV
Total charge ... 0
SMILES string ... C[C@H](Br)[C@@H](Br)[C@]1(CCCS)OC(=O)O[C@H]1C(F)(F)C(F)F.COCCOCCOC.COCCOCCOC
HOMO energy ... -0.320 Eh



Record 5
A gas-phase ion, C2F3O2S (charge -1) at a distorted geometry, computed with ωB97M-V with the def2-TZVPD basis set.

The geometry in XYZ format:
```
8
Properties=species:S:1:pos:R:3:nbo_charge:R:1
C -0.4588 -1.1733 0.6974 0.58
C 0.4079 0.2813 0.4868 -0.01
O 1.2345 1.0266 -1.9248 -1.02
O -1.1444 1.4146 -1.3948 -1.02
F -1.0002 -1.8393 -0.3110 -0.33
F -0.2561 -1.9707 1.7656 -0.35
F 0.9599 0.6698 1.6547 -0.37
S 0.2573 1.5910 -0.9739 1.51
```

Values from the calculation:
Max |F| ... 7.1 eV/Å
LUMO energy (alpha / beta) ... 3.97 / 3.96 eV
Relative energy (zero: lowest compared OMol25 entry of this formula, charge and spin) ... 2.122 eV
Total charge ... -1
HOMO energy (alpha / beta) ... -0.140 / -0.139 Eh